Computed, not measured: C31H35O5Zr as an isolated structure in a non-equilibrium geometry, with ωB97M-V with the def2-TZVPD basis set.

Geometry as XYZ:
```
72
Properties=species:S:1:pos:R:3:mulliken_charge:R:1
H 1.4788 0.1183 1.8522 0.1832
H -0.9662 -1.1036 2.8956 0.3202
H 6.1180 -4.2409 1.7782 0.3232
H -2.4021 3.1332 -2.5270 0.4098
C -3.6957 6.1364 -0.7514 -0.3583
O 3.8542 -5.2925 1.4685 -0.6591
C 0.8859 -2.7012 1.4548 -0.0957
C -2.9809 2.7303 0.2544 -0.0412
C -0.2297 2.9210 2.4466 -1.0410
H -7.3859 6.3768 0.4525 0.3387
C 6.1534 -4.4153 0.7002 -0.7864
C 0.9120 2.4661 1.7111 -0.6543
O 3.2419 -5.7090 -1.3625 -0.2641
C -1.1398 -2.7339 -0.1258 -2.5271
H -0.9201 -0.8985 -1.8319 0.8023
H -6.3188 8.3377 -0.6035 0.3218
C 2.5490 -4.5570 -1.3602 -0.4372
H -2.0178 -2.1852 -0.4946 0.5069
C -0.8724 3.9147 1.6634 -0.2354
H 3.7083 -1.9652 -0.3236 0.5575
H -1.6216 -2.7584 2.6472 0.5349
H 0.8377 -2.7699 2.5522 0.6377
H 2.2762 -6.5380 -3.0271 0.2876
C -5.6367 5.1156 0.3043 -0.3954
C -4.3987 7.3294 -0.9093 -0.5186
O -0.0439 -0.5390 0.6109 0.5679
C -1.4043 -1.7934 2.1750 -1.6549
H -1.7384 4.4973 1.9586 0.4754
C -5.7318 7.4192 -0.4726 -0.3723
H 1.6286 -4.7441 1.6921 0.3107
C 2.0116 -1.7365 1.0591 0.3843
C 0.8908 3.0939 0.4280 -0.8071
C -6.3452 6.3073 0.1282 -0.4450
C -0.9744 0.1885 -1.7741 -0.0537
C 1.2984 -4.0844 0.8788 -1.7072
O 1.9787 -4.1075 -2.3460 -0.6226
C -3.5495 3.8320 0.0476 0.3686
C -1.7580 2.3119 -2.2321 -0.1734
H -6.0781 4.2130 0.7326 0.4350
C -0.4472 -1.9983 1.0196 1.8071
H -0.4139 4.7516 -0.3625 0.4402
H 0.5109 -4.6027 0.3086 0.4016
C 2.5607 -3.8346 -0.0126 3.3681
C -4.2957 5.0303 -0.1142 0.3535
H 1.7618 1.9298 2.1328 0.9012
H 6.2709 -5.4831 0.5033 0.3022
H 1.1962 0.8123 -1.6795 0.6234
H 1.9053 0.2155 0.1106 0.2789
H 6.9544 -3.8587 0.2166 0.2566
C 3.8266 -4.4275 0.6060 -0.2980
C 1.3924 -0.3820 0.8857 -0.9704
C -0.3481 2.4049 -2.0642 -0.4999
H 0.2617 3.2827 -2.2782 0.5567
H 1.6866 3.0437 -0.3048 0.5130
H -0.4593 -2.9377 -0.9672 0.3627
C 3.2799 -6.4168 -2.6068 -0.7453
H -0.4562 2.6552 3.4803 0.4465
O 4.9586 -3.9179 0.0891 -0.2563
H -3.1780 0.5824 -1.9691 0.3143
H -3.9032 8.1810 -1.3899 0.3323
H 2.1042 -2.0588 -1.0872 0.2981
H -2.6837 6.0335 -1.1391 0.2604
C 0.1520 1.0927 -1.7640 -0.9819
H 3.9131 -5.8855 -3.3300 0.3159
Zr -1.0790 1.6568 0.1717 -1.2312
H 2.7660 -1.6530 1.8581 0.4723
H -2.3432 -1.3693 1.8085 0.0799
C 2.6715 -2.3077 -0.1863 -1.5982
C -2.1581 0.9672 -1.9898 -1.3455
C -0.2191 4.0088 0.4051 -0.4033
H 3.7132 -7.3868 -2.3646 0.2547
H -1.5150 -3.6972 0.2634 0.4747
```

Summary:
2S+1: 1
Calculated total energy, Ha: -1625.39741
Net charge: -1



Computed, not measured: C31H36BF5N5O2S3Sb2Tl as an isolated structure, with ωB97M-V with the def2-TZVPD basis set.

Geometry as XYZ:
```
86
Properties=species:S:1:pos:R:3:mulliken_charge:R:1
C 1.2869 -0.4267 2.9418 -0.8479
C -4.7710 3.0063 -2.3443 -0.3287
C 0.4248 -1.3618 4.7522 -0.4020
C 2.6782 3.0582 1.7871 -0.5813
N 0.9490 -1.6019 3.5093 0.4112
H 4.1141 -0.7306 -1.1399 0.3723
H -5.6185 1.3977 -1.2134 0.4761
H 4.3047 -2.3906 -3.2957 0.3858
H 3.6237 3.0071 2.2877 0.5115
F -5.8419 -2.8183 4.6798 -0.3172
H -1.5534 2.9304 -3.4131 0.4620
F -3.3812 0.2604 2.0701 -0.2373
H -0.6906 -4.2421 -1.0293 0.2470
C -1.6901 -3.8208 -1.0169 -0.5978
F -5.4715 -0.2981 3.6615 -0.3166
H 2.6163 2.9465 -2.9094 0.3636
B 1.4618 2.0738 3.8503 0.3755
S -1.1270 2.4021 1.8151 -0.2541
C 3.4026 -2.9837 -3.2245 -0.6075
C -2.5591 -1.9612 2.2063 1.1323
C 2.3260 -5.0615 -2.7180 -0.7768
H 4.2048 1.0237 -1.0183 0.4016
C -2.7996 -3.2410 2.7396 -0.2440
C -0.3104 -2.6463 -3.8843 -1.9109
H 0.1261 2.6045 -1.3692 0.0148
H -4.2031 -2.6620 -2.7578 0.4282
F -4.0330 -4.7823 4.0383 -0.3178
C 0.2430 3.5339 -0.8063 -0.9614
H -0.9607 -3.4240 -4.2688 0.7428
H -3.5975 -1.5851 -4.0215 0.3630
C -4.5929 -1.2726 3.3748 -0.0014
C -3.5085 -0.9988 2.5595 -0.3922
H 4.6543 0.2270 -2.5423 0.5212
C 3.4794 -4.2913 -2.7790 -0.8061
Sb -1.6588 -2.0316 -2.1811 1.1192
C 2.3180 2.1186 -3.5468 -1.4394
Tl -0.7447 0.1575 0.4458 0.9899
C -4.7833 -2.5440 3.8938 0.6671
H 0.5374 -3.6239 3.4917 0.3460
H 4.4353 -4.7119 -2.5001 0.4250
C 2.1940 -0.9755 -4.0407 -1.7053
C -2.4954 2.6776 -2.9510 -0.2571
H -1.9479 -3.5602 0.0043 -0.3230
C -3.6147 3.4609 -2.9814 -0.8847
H 0.2210 -5.0990 -3.0709 0.4150
N 1.0130 3.3020 0.3975 0.3449
H -0.3194 -1.7876 -4.5460 0.4123
N -2.4817 1.4870 -2.3066 0.2742
H 2.3674 -6.0905 -2.3890 0.4318
H 1.4118 -0.7366 -4.7564 0.5699
C 0.5130 2.8141 1.5522 -0.1894
O -1.3686 0.8068 -2.2790 -0.1654
O -1.5293 -1.7429 1.4421 -0.4460
C -4.7471 1.7891 -1.7141 -0.8862
N 1.0284 0.5500 3.8241 0.5647
H 0.1647 0.5774 5.7731 0.5044
H 2.5797 2.1569 4.3016 -0.1840
C -3.3591 -2.4533 -3.4102 -1.4913
H 0.0558 -2.1507 5.3763 0.5218
C -3.5839 1.0060 -1.6829 0.6109
H -3.5818 4.4058 -3.5002 0.4525
H 2.9816 3.8374 -0.2628 0.5148
H 0.6387 -2.8779 1.8909 0.2620
H 0.7622 4.2707 -1.4140 0.3965
C 1.1211 -4.4987 -3.0945 -0.4421
C 3.9791 0.1977 -1.6873 -1.5140
C 1.0812 -2.9053 2.8848 -0.8556
F -1.9354 -4.2423 2.4433 -0.4335
H -0.7434 3.9041 -0.5310 0.4972
Sb 1.9470 0.3683 -2.3521 0.5380
C -3.8713 -3.5326 3.5631 0.2534
S 1.8738 -0.2732 1.3293 -0.1843
H 1.4144 2.3916 -4.0860 0.3861
H -5.6732 3.5984 -2.3491 0.4077
N 1.5280 2.6572 2.4065 -0.0177
C 0.4734 -0.0209 4.9391 -0.8705
H -3.1623 -3.3077 -4.0511 0.5059
H 3.1177 1.9150 -4.2559 0.4962
C 2.1921 -2.4003 -3.5975 0.6200
H 2.1335 -3.1817 2.8182 0.2943
H -2.4047 -4.5156 -1.4471 0.4830
H 0.6377 2.6518 4.5101 -0.1568
C 1.0253 -3.1702 -3.5167 0.9386
S -3.5329 -0.4966 -0.8382 -0.3306
H 3.1547 -0.7077 -4.4757 0.6970
C 2.3696 3.4588 0.5313 -0.4711
```

Summary:
2S+1: 1
Calculated total energy, Ha: -3998.79788
Relative energy (zero: lowest compared OMol25 entry of this formula, charge and spin), eV: 0.430



Computed, not measured: C31H36Br4Ge2O4S2Tc as an isolated structure, with ωB97M-V with the def2-TZVPD basis set.

Geometry as XYZ:
```
80
Properties=species:S:1:pos:R:3:lowdin_spin:R:1
C -0.2439 -0.5416 -4.3655 -0.0002
Tc 1.5628 -1.0091 -0.6670 2.4731
O 1.6196 -2.0528 0.9628 0.1120
H 5.5435 -3.0019 -1.9162 0.0006
H 0.6476 2.6036 3.6385 0.0000
H 0.1152 3.5988 0.5546 0.0003
C -2.4886 1.6208 1.6772 0.0059
C -1.7550 1.2825 2.7511 0.0064
H 0.1138 -2.2681 3.0037 0.0003
H -4.1338 2.1109 3.7985 0.0001
C -4.4711 2.5850 2.8855 0.0003
C 3.9630 -4.7100 1.1598 0.0012
S 2.2870 1.6077 -0.5239 0.0351
C 2.5292 -2.7468 1.6414 0.0163
H -2.0358 1.5708 3.7658 0.0004
C -3.7419 2.4100 1.7067 0.0009
Ge -0.2939 0.1053 2.1793 0.0134
C 0.8730 -2.2300 -3.0629 0.0073
C 0.7178 -3.1486 -4.0842 0.0086
S 3.8500 -1.0991 -0.6537 0.0334
C -0.9907 2.5278 -0.9828 0.0001
C -0.7851 -1.6702 2.8674 0.0010
H -1.1814 -1.4550 3.8650 0.0002
H 1.4165 2.7429 2.0757 0.0001
C -5.3887 3.7689 0.5553 0.0000
C -6.0951 3.9394 1.7362 0.0000
C 5.1026 -3.4888 -1.0561 0.0041
C -0.6952 3.7744 -0.1536 0.0005
Ge -1.4811 0.9524 0.0973 0.0142
H -1.4213 -2.6939 1.0618 -0.0001
H -4.4463 0.0897 -0.1833 0.0000
H 3.5125 -5.1633 2.0328 0.0000
C 3.7837 1.9890 0.4026 0.0092
H 1.5273 0.2445 3.8833 0.0002
H -1.8608 2.6894 -1.6277 0.0001
H -5.7417 4.2258 -0.3606 0.0000
H 4.1451 2.9582 0.0629 0.0014
H -2.1671 -3.3125 2.5290 0.0000
H -4.4767 -0.8044 -1.7042 0.0001
C -0.4134 -1.4648 -5.4023 0.0093
H 3.1815 2.8767 -2.3274 -0.0006
C 1.4857 2.2401 3.0422 0.0001
H 6.1989 -5.3082 -1.3075 0.0001
H -3.6860 2.8797 -0.3831 0.0000
H 4.5433 1.2252 0.2543 0.0016
C 0.0655 -2.7673 -5.2593 -0.0011
Br -0.8418 1.2396 -4.4788 0.0002
O 1.5151 -2.5009 -1.9143 0.1066
C 2.9164 1.8288 -2.1994 0.0003
H 3.5210 2.0481 1.4544 0.0000
H -1.9888 -0.4175 -1.9743 0.0002
C -4.2290 3.0082 0.5447 0.0001
H 2.4063 2.5714 3.5305 0.0000
H -2.3602 -1.3423 -0.5319 0.0002
C -3.9539 -0.0214 -1.1509 0.0004
H 3.7801 1.1888 -2.3696 0.0002
C 3.5755 -3.4245 0.8086 0.0082
Br -1.2950 -0.9316 -6.9791 0.0025
H 2.2632 0.3252 2.3100 0.0003
C -5.6316 3.3409 2.9008 0.0001
H 5.1881 -6.3977 0.6729 0.0002
H -7.0037 4.5275 1.7498 0.0000
C 4.9015 -5.3906 0.4006 0.0024
C 5.4688 -4.7801 -0.7085 0.0008
H -2.7110 -1.7792 1.8500 0.0000
H -1.5676 4.0855 0.4229 0.0000
C -2.4707 -0.3626 -0.9965 0.0013
H -4.0954 0.9122 -1.6991 0.0000
C 0.3923 -0.9282 -3.2009 0.0164
H 2.1127 1.5691 -2.8838 0.0000
H -0.1738 2.2824 -1.6581 0.0000
Br 1.4170 -4.8700 -3.8069 0.0023
C 4.1603 -2.8074 -0.2957 0.0162
O 0.5783 -0.1305 -2.1270 0.0677
C 1.4337 0.7186 2.9029 0.0007
H -0.3995 4.6111 -0.7913 0.0000
C -1.8304 -2.4006 2.0316 0.0001
O 2.4697 -2.8904 2.8359 0.0176
H -6.1829 3.4588 3.8253 0.0000
Br -0.1552 -4.0235 -6.6445 -0.0011
```

Summary:
2S+1: 4
Calculated total energy, Ha: -16830.89370
Relative energy (zero: lowest compared OMol25 entry of this formula, charge and spin), eV: 0.953